Record 1
This record from the Open Molecules 2025 dataset describes a molecular structure, C20H64N5O8. The level of theory is wB97M-V/def2-TZVPD.

## Properties
Net charge = +1
Highest occupied orbital energy = -10.872 eV

Positions of all 97 atoms, in Å:
1 N 3.355 16.889 19.868
2 H 3.616 17.897 19.641
3 H 4.203 16.443 20.345
4 H 3.261 16.544 18.868
5 H 2.598 17.060 20.533
6 C 1.397 21.030 19.491
7 C 0.490 20.629 18.233
8 C -0.564 21.684 17.887
9 O -1.439 21.923 19.035
10 C -2.599 22.747 18.856
11 N 1.489 20.451 17.178
12 H 0.738 21.116 20.254
13 H 1.851 22.092 19.471
14 H 2.134 20.212 19.795
15 H -0.061 19.694 18.567
16 H -1.374 21.340 17.007
17 H 0.144 22.715 17.649
18 H -2.525 23.754 18.306
19 H -3.068 23.148 19.945
20 H -3.284 21.979 18.144
21 H 0.882 20.019 16.318
22 H 2.165 19.747 17.282
23 C 1.976 14.153 22.011
24 C 1.456 15.551 21.951
25 C 1.058 16.010 20.549
26 O 2.037 15.791 19.598
27 C 1.801 16.362 18.309
28 N 0.239 15.737 22.763
29 H 3.014 14.178 21.624
30 H 1.367 13.638 21.297
31 H 2.027 13.708 23.051
32 H 2.255 16.192 22.210
33 H 0.826 17.064 20.527
34 H 0.210 15.638 20.158
35 H 1.765 17.413 18.547
36 H 0.878 15.906 17.879
37 H 2.641 16.165 17.794
38 H 0.377 15.632 23.774
39 H -0.362 14.985 22.429
40 C 6.867 14.573 22.138
41 C 5.769 13.822 22.887
42 C 4.337 14.132 22.656
43 O 4.120 15.399 22.401
44 C 3.780 16.263 23.447
45 N 5.977 12.348 22.857
46 H 6.787 14.201 21.162
47 H 7.783 14.641 22.584
48 H 6.363 15.638 22.321
49 H 5.991 14.017 23.901
50 H 3.767 13.681 23.449
51 H 3.991 13.571 21.930
52 H 3.767 17.260 22.976
53 H 4.552 16.284 24.159
54 H 2.969 15.909 24.024
55 H 7.017 12.213 23.280
56 H 5.116 12.040 23.575
57 C 7.880 17.678 18.569
58 C 6.979 18.595 17.742
59 C 6.478 17.800 16.466
60 O 7.620 17.267 15.732
61 C 7.164 16.442 14.671
62 N 5.818 19.060 18.480
63 H 7.978 17.946 19.497
64 H 8.805 17.117 18.284
65 H 7.148 16.850 18.630
66 H 7.584 19.386 17.127
67 H 6.086 18.329 15.817
68 H 5.773 17.029 16.746
69 H 6.202 16.670 14.178
70 H 6.702 15.573 15.117
71 H 7.883 16.133 13.936
72 H 5.118 19.190 17.888
73 H 5.997 19.934 18.667
74 C 6.531 18.651 22.199
75 O 5.666 18.129 21.261
76 H 7.238 19.360 21.588
77 H 7.224 17.868 22.854
78 H 6.045 19.316 22.730
79 H 6.131 18.262 20.367
80 C 2.315 19.577 21.607
81 O 1.229 18.698 21.234
82 H 2.362 20.713 21.221
83 H 3.309 19.148 21.635
84 H 2.294 19.708 22.672
85 H 0.442 18.622 21.764
86 C 3.091 12.948 18.721
87 O 4.116 13.905 18.970
88 H 2.880 12.947 17.601
89 H 1.978 13.096 19.152
90 H 3.542 11.953 18.994
91 H 4.663 13.477 19.387
92 C 3.392 20.345 17.209
93 O 3.438 18.893 17.094
94 H 4.514 20.907 17.070
95 H 2.692 20.550 17.996
96 H 2.735 20.574 16.298
97 H 3.320 18.950 16.228

Record 2
This record from the Open Molecules 2025 dataset describes a gas-phase ion, C3H5O3 (charge +1). The level of theory is wB97M-V/def2-TZVPD.

## Properties
Net charge = +1
Highest occupied orbital energy = -16.593 eV

Positions of all 11 atoms, in Å:
1 C -1.555 2.001 0.183
2 C 0.036 0.233 -0.320
3 C 1.246 -1.795 0.128
4 O -0.177 0.202 -1.598
5 O 0.591 -0.545 0.518
6 O -0.473 1.475 0.360
7 H -1.641 2.889 0.833
8 H -2.302 1.474 -0.355
9 H 0.701 -2.162 -0.710
10 H 1.329 -2.359 1.063
11 H 2.245 -1.413 -0.101